Record 1
Below is H28O14 as an isolated structure, with properties calculated with the ωB97M-V functional and the def2-TZVPD basis.

The value obtained for the relative energy (zero: lowest compared OMol25 entry of this formula, charge and spin) is 9.971 eV. The frontier orbital gap is 7.35 eV.

Cartesian coordinates (Å):
1 O -2.83 -0.18 3.57
2 O -3.28 -2.22 -1.94
3 O 0.85 -3.53 1.17
4 O -1.84 -2.13 1.92
5 O -0.17 -0.34 -1.31
6 O 2.30 1.85 1.85
7 O 1.18 -2.03 -0.54
8 O 0.34 1.17 0.24
9 O 5.01 -0.07 -0.75
10 O 2.21 -2.49 -1.85
11 O -2.48 1.57 -3.24
12 O -4.10 3.61 -0.87
13 O 5.28 3.39 -0.17
14 O -1.87 2.41 1.30
15 H 1.19 1.11 0.56
16 H 4.89 0.92 -0.67
17 H -3.98 2.68 -0.74
18 H -1.75 0.96 -2.98
19 H -3.15 -1.38 -1.42
20 H -1.94 -0.47 3.53
21 H 2.01 -2.20 -0.02
22 H 1.56 -3.57 1.82
23 H -0.67 0.33 -1.69
24 H -3.77 -1.91 -2.71
25 H -1.02 -1.73 1.61
26 H -0.28 0.57 0.70
27 H 4.88 3.83 0.58
28 H -2.65 1.93 1.24
29 H -1.15 1.87 1.64
30 H 4.68 2.69 -0.41
31 H -5.01 3.63 -0.40
32 H 2.10 0.98 2.20
33 H 2.76 -2.23 -2.62
34 H 0.45 -2.48 -0.12
35 H -2.69 1.36 -4.10
36 H 4.97 -0.34 0.17
37 H -2.58 -1.55 1.51
38 H -0.70 -1.17 -1.60
39 H -3.14 -0.61 2.68
40 H 2.87 2.27 2.45
41 H 0.15 -3.82 1.66
42 H 1.40 -2.71 -2.27

Atom charges from the Mulliken analysis, given in e for atoms 1 to 8: -0.580, -0.618, -0.556, -0.710, -0.329, -0.636, -0.596, -0.475

Record 2
Below is C3H5O3Pb as an isolated structure, with properties calculated with the ωB97M-V functional and the def2-TZVPD basis.

The net charge is +1. The value obtained for the relative energy (zero: lowest compared OMol25 entry of this formula, charge and spin) is 2.494 eV. The frontier orbital gap is 6.42 eV.

Cartesian coordinates (Å):
1 Pb -1.27 1.12 1.92
2 O 1.35 -0.29 -0.23
3 O 0.46 0.12 1.91
4 O -0.38 1.11 0.04
5 C -0.72 0.22 -1.04
6 C 0.21 -0.95 -0.79
7 C 0.98 0.75 0.58
8 H 0.53 -1.47 -1.71
9 H -1.78 -0.04 -0.99
10 H 1.31 0.37 2.39
11 H -0.21 -1.67 -0.08
12 H -0.50 0.73 -1.99

Atom charges from the Mulliken analysis, given in e for atoms 1 to 8: 1.154, -0.200, -0.410, -0.291, -0.252, -0.303, -0.317, 0.329

Record 3
Below is one molecule with the formula C5H12O, with properties calculated with the ωB97M-V functional and the def2-TZVPD basis.

The value obtained for the relative energy (zero: lowest compared OMol25 entry of this formula, charge and spin) is 0.100 eV. The frontier orbital gap is 11.14 eV.

Cartesian coordinates (Å):
1 O 1.00 0.33 -1.42
2 C 1.80 -0.65 0.64
3 C -1.46 1.29 -0.27
4 C -0.62 0.17 0.35
5 C -1.16 -1.20 -0.07
6 C 0.86 0.37 0.00
7 H 1.61 -1.65 0.26
8 H 1.70 -0.65 1.73
9 H -1.42 1.23 -1.36
10 H 2.84 -0.39 0.40
11 H -1.03 -1.35 -1.14
12 H -0.68 0.25 1.45
13 H -0.65 -2.02 0.45
14 H -2.22 -1.28 0.17
15 H -2.50 1.22 0.05
16 H -1.08 2.28 0.03
17 H 1.87 0.68 -1.64
18 H 1.14 1.37 0.36

Atom charges from the Mulliken analysis, given in e for atoms 1 to 8: -0.553, -1.380, -1.496, 0.608, -1.470, 0.155, 0.331, 0.319

Record 4
Below is one molecule with the formula C4H7ClS, with properties calculated with the ωB97M-V functional and the def2-TZVPD basis.

The value obtained for the relative energy (zero: lowest compared OMol25 entry of this formula, charge and spin) is 0.993 eV. The frontier orbital gap is 8.54 eV.

Cartesian coordinates (Å):
1 Cl -1.09 1.83 -1.46
2 S -1.74 -0.01 2.60
3 C -0.51 0.38 1.67
4 C 0.17 0.60 -1.40
5 C 0.36 -0.56 0.92
6 C 0.06 -0.71 -0.57
7 H 1.30 -0.10 0.87
8 H -0.45 1.46 1.39
9 H 0.28 0.02 -2.36
10 H -0.88 -1.14 -0.96
11 H 0.96 -1.38 -0.99
12 H 1.15 1.13 -1.22
13 H 0.38 -1.52 1.50

Atom charges from the Mulliken analysis, given in e for atoms 1 to 8: -0.163, -0.236, -0.279, -0.486, -0.385, -0.566, 0.259, 0.254

HOMO level for the records above, in order: -8.004, -12.517, -10.230, -8.653 eV